Record 1
113
Properties=species:S:1:pos:R:3 method="wB97M-V/def2-TZVPD" e_homo_ev="-6.0 / -6.0" e_tot_ev=-292221.54958 multiplicity=3 lumo_energy_ev="-1.13 / -0.99"
C 0.6923 -2.9202 -3.4569
H 2.3476 -0.4785 -0.5245
C 1.5048 -3.8755 -4.0517
C 1.8800 1.8091 -2.4684
C 0.4970 -4.1595 2.5366
H -3.2563 2.1813 -0.3320
H -1.2511 -3.4600 3.6335
N 2.4374 -0.9188 1.4931
C 4.9050 0.0377 -1.0708
H 2.6291 -5.2377 -0.9814
Se -1.8907 -0.2037 1.0001
C 5.1675 -0.4169 1.3384
H 5.1704 -0.8996 3.4341
C -2.6868 4.8449 1.1450
H -0.9001 6.2836 -0.8662
H -2.7392 -4.2217 1.6107
H -3.9856 -0.3056 2.3057
H 1.7372 -2.8899 -0.8020
C 4.5870 -0.8003 2.5306
H -4.8658 -1.3544 -2.7056
H 0.5690 5.7854 0.8560
H 2.6758 6.5164 1.8360
Se 0.1900 -0.8753 3.8848
H -0.3579 -3.1410 -3.3017
C 2.4532 5.4562 1.8026
H 2.7343 -1.3209 3.4923
O -0.9391 1.9974 3.1006
C 1.6588 -3.5989 0.0264
H 2.4733 1.2936 -1.7236
H 3.3191 3.3824 -2.6350
H -2.8246 -0.8666 -1.4151
V 0.3462 -0.6793 1.5539
H 3.6949 2.4317 2.6805
N -0.2717 3.1469 0.6806
H -1.0842 1.6825 -4.0938
H 6.2255 -0.2039 1.2673
C 2.8493 -3.6091 -4.2737
C 1.6141 3.7115 -3.9036
H -2.4842 2.4225 4.3686
As 0.0604 -0.4047 -2.1310
C 1.6625 -5.0234 -0.5239
C 3.2248 -1.0419 2.5687
C 1.2551 5.0423 1.2427
C -3.9279 -1.2038 -3.2249
H 2.9859 -0.4552 -3.0742
H 1.2930 -3.6661 3.0992
H 0.8897 -5.1151 2.1831
H -3.1984 3.1935 -1.7808
C 3.3721 -2.3778 -3.9063
H 0.9067 -5.1559 -1.2962
H 3.4823 -4.3524 -4.7411
H -0.5791 -0.6651 -5.0619
H 4.4157 -2.1506 -4.0845
C 0.6600 1.2895 -2.8935
C -0.7095 -4.3871 3.4439
H -1.9119 -1.2198 5.1291
H -0.3833 -4.7759 4.4087
C -3.8769 -1.2755 -4.6065
C 2.3643 3.0045 -2.9764
O -4.3328 -0.9114 4.9765
C -1.1688 -3.8532 0.1371
H 1.4925 -5.7718 0.2513
H -5.1208 -0.8504 5.5216
C 1.8534 2.8275 1.7020
H -1.3960 -5.1130 3.0098
C -1.5666 -0.7305 -3.1502
H -4.6268 0.9847 4.1732
C -0.1079 2.0305 -3.7868
N 5.3522 0.3027 -2.0949
C -1.5193 -0.8096 -4.5432
Si -1.5396 3.9805 -0.0801
C -2.6687 -1.0769 -5.2672
H -3.6268 0.9296 5.6402
C 0.3739 3.2293 -4.2946
C 2.5561 -1.4170 -3.3215
F 1.5798 1.4690 1.6371
H -2.9712 2.1409 2.6975
C 0.8690 3.6756 1.1584
H -2.8746 -2.6720 0.7759
H 2.5397 -3.4418 0.6547
C -2.2739 1.8096 3.4789
C 3.0402 3.1958 2.2753
C -2.6036 0.3392 3.8334
H 1.0841 -4.8299 -4.3440
P 0.2184 -3.0923 1.0681
C -0.9733 5.2915 -1.3181
H -1.6725 5.3631 -2.1562
C -3.8624 0.4064 4.7068
H -3.3648 5.5451 0.6481
C -2.5953 -3.7166 0.6584
C 3.3657 4.5483 2.3323
H -2.1118 5.4028 1.8891
H -0.2329 3.7951 -4.9902
H -4.7751 -1.4845 -5.1735
H -1.9418 1.9782 -1.4862
H -2.6235 -1.1315 -6.3474
C 3.0009 -0.5658 0.3357
C -1.5108 -0.3079 4.6884
C -2.9601 -0.5140 2.6119
H -3.2819 -4.1646 -0.0617
C 1.2085 -1.6782 -3.0899
H -1.2231 0.3662 5.4956
H -3.2990 4.1139 1.6813
H 1.9813 4.6503 -4.2974
C 4.3564 -0.3089 0.2140
H -1.1010 -3.4082 -0.8623
H 4.2902 4.8762 2.7870
H -0.8810 2.4548 2.2182
H -0.9089 -4.9091 0.0290
H -2.9036 -1.5748 2.8542
C -2.5868 2.7201 -1.0073
H 0.0114 5.0353 -1.7191
C -2.7740 -0.9331 -2.4949

Record 2
119
Properties=species:S:1:pos:R:3 method="wB97M-V/def2-TZVPD" e_homo_ev=-2.3 e_tot_ev=-153583.32905 lumo_energy_ev=3.95 charge=-2
H 3.1040 -3.7221 -4.0352
H -5.8303 -0.8944 -2.0988
H 1.9121 -2.2652 -2.5081
H -4.3743 -0.3662 -2.9512
C -2.7535 -2.6177 1.0434
C -2.2410 -2.9297 -3.0087
C 0.7135 -3.0720 2.9332
H -2.8437 3.2233 -4.8103
Cl 2.3315 5.9251 1.8549
C 1.8130 -3.6531 -0.8652
H 4.6565 -3.3291 -0.5382
H -1.3668 5.1377 -4.6946
O 0.3831 -0.3313 -2.9311
C -3.6550 -2.5000 3.2936
C -2.9184 -3.5828 -4.0371
H -2.8840 -0.8227 2.2053
H 5.8713 -2.1637 0.0396
O 3.0013 1.8446 0.1100
H -5.6390 0.8168 -2.5280
H 5.8837 2.2571 0.1438
H -2.1328 0.7799 -3.1324
O 1.0566 4.2883 -0.1723
H -0.9321 5.8079 -2.4031
O -0.8168 2.0911 -1.4701
H 3.3532 -6.7063 -0.9854
C 4.4318 -0.3276 2.0490
H 3.8082 -5.9946 -3.3161
H -4.9599 2.6431 -0.8672
C 3.1814 1.2053 -1.1485
Cl -0.2585 5.5370 3.0846
H 4.0359 -0.2390 3.0696
C -0.6060 4.5564 -4.1542
H 5.5261 -0.4331 2.1134
N -2.6133 -0.2009 -0.4986
O -0.5281 -1.2402 0.9326
C 2.8652 -4.0776 -3.0387
P 0.9282 -2.3292 0.2769
Cl 1.7852 3.4698 3.2953
H 4.9103 1.3705 -2.4786
C 3.2735 -5.3426 -2.6349
H 0.6234 -3.5466 5.0267
H -3.5293 1.8500 -2.9918
C -0.2651 -1.8582 -1.1148
C -3.9578 -3.8516 3.2616
H -5.6321 -1.5311 0.6994
C -5.5178 -0.4410 0.7282
C -1.6940 2.5912 -2.1267
H -2.7923 -4.5792 0.1741
C -4.3112 2.1036 -0.1584
O -0.4348 3.1863 1.1639
C -2.8270 -2.6917 -1.7601
C -0.0460 -5.1841 3.8133
P -1.9817 -1.6575 -0.3491
H -0.3538 3.0506 -5.6654
H 4.6255 -1.6631 -1.1315
N -1.9376 3.9735 -2.1482
H 3.9652 3.3590 1.0857
C -0.0786 -4.7768 1.4452
H -2.7745 4.1820 -2.6744
H -4.7100 2.2810 0.8497
H -3.3092 2.5476 -0.1916
C -3.0350 -3.9838 1.0455
O -0.6299 -0.7118 2.2363
C 1.0770 4.7080 2.2206
H -5.2603 -0.1676 1.7566
C -2.4525 1.8191 -3.1854
C 0.0822 -1.0133 -2.0347
C -4.2205 -4.0253 -3.8554
H 2.6217 1.7513 -1.9221
C -0.6943 3.0887 -4.6283
C -0.7858 4.7521 -2.6388
C -4.1575 -3.1215 -1.6248
C -2.1062 2.4564 -4.5545
H 3.3950 -3.0294 3.3590
H -4.7439 -4.5491 -4.6479
K -0.1591 0.9877 0.6451
H 0.0860 4.4155 -2.0815
C 5.1351 2.5263 -0.6029
C 4.8158 -2.2834 -0.2448
C 3.8904 -3.2233 2.4033
H -2.1902 1.6843 -5.3214
H -3.8853 -1.9140 4.1787
H 4.9664 -3.3426 2.5925
C 3.0029 -5.7425 -1.3379
C -3.0665 -1.8825 2.1949
N 2.1154 -1.3435 0.6470
H 4.1876 0.6015 1.5192
H 3.3474 3.7835 -0.5146
C -5.1012 -0.0792 -2.1801
Si -4.2515 0.2399 -0.5047
H 2.7960 0.1913 -1.0627
C -0.3148 -5.6200 2.5233
H 0.3684 4.9671 -4.4432
H -4.4140 -4.3333 4.1213
H 3.5059 -4.1755 2.0174
C 0.4470 -3.9030 4.0162
C 2.2999 -4.9061 -0.4696
H -5.8685 -4.0937 -2.4802
C 4.6922 1.2813 -1.4119
H -1.2254 -2.6189 -3.2010
C -4.8420 -3.7798 -2.6395
H -2.4135 -3.7507 -4.9813
C 2.1637 -3.2597 -2.1670
H -3.8821 -5.6547 2.0925
C 0.4853 -3.5160 1.6253
H 5.5555 3.3082 -1.2394
Si 3.6606 -1.8028 1.1782
H 0.0070 2.4743 -4.0481
H 1.1136 -2.0807 3.0782
C -3.6548 -4.5945 2.1281
C 3.8327 2.9973 0.0674
C 0.4934 3.9645 0.8826
H -0.3161 -5.1106 0.4424
H -6.4914 0.0109 0.4898
H -0.2406 -5.8372 4.6597
H 2.1675 -5.2420 0.5430
H -0.7307 -6.6087 2.3590
H -4.6861 -2.9189 -0.7052
H 5.1827 0.3822 -1.0386

Record 3
115
Properties=species:S:1:pos:R:3 method="wB97M-V/def2-TZVPD" e_homo_ev=-5.4 e_tot_ev=-63627.93955 lumo_energy_ev=2.09 charge=-1
H 4.1031 0.4139 -2.8564
H 0.3660 -7.6729 2.4222
C -0.1167 -5.5957 3.4319
H -1.9437 2.9726 -2.2296
N -1.4126 2.5321 3.3364
C -1.3102 2.6441 -5.0413
H 2.9685 4.1353 -1.2156
H -6.7593 -0.8613 -1.5826
H -0.8914 0.4378 1.0015
N -0.2232 -4.3401 2.8278
N -0.6256 -1.4806 3.3648
H 5.5967 -1.9302 -4.5881
C -4.6691 0.0013 -0.8271
C 4.6730 -2.4911 2.5275
H -2.4374 2.0746 0.1474
C 0.3062 -5.7674 1.0437
H 0.6644 -0.8853 0.2823
H -1.4474 3.1111 -5.9347
C 3.2953 3.3911 -1.9649
H 0.5320 -5.9723 -0.0054
H -3.5158 4.6112 -2.9696
H -2.1945 5.5015 4.6228
H 1.4677 -4.3546 -2.5218
H -0.0600 -1.3072 2.6697
N 3.9513 1.3551 -2.7930
C -0.1548 2.6209 -4.0205
H -1.8614 -4.5130 -4.9647
C -3.8867 -2.1483 -0.3648
C 3.1593 1.9272 -1.8537
H -1.2512 7.5387 -0.0365
C -1.9712 1.1859 -3.1780
H -2.6490 -1.8007 2.9253
H 1.6791 -4.2492 2.9135
H -4.3634 3.6952 1.3251
C -0.6866 -2.4666 5.5719
H -1.3212 4.8869 -0.1579
H -2.4744 1.0769 4.5456
H -2.4727 -2.6964 -2.9853
N -0.6744 1.7676 -3.0348
C -2.3576 1.6608 -4.5651
H 1.0141 3.8203 0.0788
H 0.4082 1.0465 -0.4719
C -1.9752 -1.8892 3.6290
H -3.1854 -2.9395 0.0759
C -5.3838 -2.2905 -0.7068
H -2.6115 -0.5311 -0.3045
H 3.9992 4.5014 -4.0648
C 3.3661 -1.4537 -2.1284
C 1.8017 5.9399 0.4730
H -3.1071 -2.7981 5.4094
C -5.8867 -0.9221 -1.0749
H 1.3294 -1.5670 4.6241
H 0.7074 3.2562 -3.8721
H -4.3815 1.0740 -0.9378
N -3.5205 -0.8355 -0.3849
H 4.6315 1.6487 -4.6236
H 2.8798 -1.9768 -4.2955
H 1.6086 8.1026 0.4508
C -1.9573 4.4936 4.4585
C 5.0418 -1.9190 -3.6336
B 0.2663 0.3010 0.5995
C -0.4221 6.8261 0.0936
N 0.4569 -4.2362 -2.7188
H -0.0830 1.6715 -2.1468
C -1.3421 -4.2459 -4.1675
H -1.0751 1.8173 2.8218
C -3.9277 3.8396 0.4856
C -0.2871 -3.2705 -2.1964
C -2.6402 3.2552 5.1232
N -0.4225 5.4523 -0.0652
C 4.2040 2.1702 -3.8528
C -3.3736 4.4404 -1.8202
C 3.8616 3.5447 -3.4010
C -0.0532 -4.3022 1.5316
H -0.2876 -5.7357 4.5643
C 3.6529 -4.7021 3.0918
H 2.3759 -1.3226 -1.8199
H 2.5894 -1.6290 2.2125
C -4.0850 4.9229 -0.5887
H -0.1730 -3.5635 0.8955
N 3.6609 -1.7100 -3.4408
C -2.7895 2.9941 -0.0993
H 2.8557 5.9768 0.7793
N -2.5963 3.4272 -1.4513
H -0.1749 -2.7202 -1.4659
H -3.2911 3.2304 5.8629
C 5.0006 -3.9942 2.9074
H -2.2900 0.5061 -2.6931
C 1.0266 7.3015 0.3788
H 6.6996 -1.8397 -2.1037
C 0.1632 -1.7508 4.5689
H 0.8439 0.7451 1.5947
H 0.6075 -5.4018 -4.6089
C 0.7880 4.8375 0.2214
H 3.4723 -5.7968 3.2453
H -0.4432 -3.4679 3.4039
H -0.5196 4.1474 2.4954
H -5.9336 -3.2558 -0.8043
H -3.1328 1.3685 -5.3311
C 0.2006 -6.5317 2.3221
H -4.7257 5.7483 -0.6337
H 2.9265 1.4301 -0.9893
C 0.0543 -4.7371 -3.9505
C -2.1922 2.0477 4.2829
H 6.0133 -4.3452 3.0929
H -0.5649 -2.7685 6.6582
C 4.6121 -1.7137 -1.3557
N 2.6998 -3.7176 2.7969
C 5.7268 -1.8710 -2.2576
C -1.1483 3.9612 3.3405
H 5.2904 -1.4564 2.3724
H 4.7222 -1.4013 -0.3683
C 3.1655 -2.4348 2.5464
C -1.6242 -3.4204 -2.9196
C -2.1482 -2.3901 4.9926

Record 4
115
Properties=species:S:1:pos:R:3 method="wB97M-V/def2-TZVPD" e_homo_ev=-10.3 e_tot_ev=-66156.20432 lumo_energy_ev=-3.44 charge=+1
C -2.6697 3.8663 -1.4712
H 0.2439 -4.5374 -4.7271
H -0.8823 -0.6075 1.7018
C -0.5632 -0.2659 0.7023
H 2.8925 2.2238 -5.7966
N 2.8586 2.0320 -0.1122
H -4.7709 -0.4176 -1.9905
H -5.7271 0.3850 1.3067
C 0.1592 2.1452 -3.8978
C -3.7692 -4.9469 -0.8181
C 6.0956 0.0326 2.7474
H 0.9419 4.7001 0.6695
C 0.9022 2.3154 -5.0535
H 0.4061 2.6543 -5.9505
N -3.1638 -3.7790 -0.5971
C -5.1286 -0.4104 1.7437
O -1.4907 2.2649 5.5987
C 1.9198 2.7590 0.4962
C 2.1987 -2.9580 1.0572
N 1.8184 -1.8524 -2.4601
H 2.4298 -3.4087 -5.3758
H -0.9315 1.9230 0.9375
H 4.6806 2.1312 -1.0685
C 0.0945 2.1708 3.8291
H 4.4344 -3.0637 -1.2958
C 1.8933 -3.1428 -4.4762
H 0.1963 -2.2401 -1.1911
O -1.7956 4.6631 0.5708
H 0.3878 -0.2789 4.9739
H -1.3431 -0.5131 4.5437
C 2.1759 -4.2873 1.4620
C 2.7810 4.8122 -0.3641
O -3.6652 -0.8180 3.5548
C 3.7332 -4.8365 -0.2402
O -2.7468 1.1461 -3.3668
C -1.3193 1.0473 0.4133
C 2.2607 2.0589 -4.9327
H 5.8388 -0.3340 0.6502
C -4.5032 -5.6130 0.1416
H -5.1030 -6.4945 -0.0440
H -2.2098 -1.6117 -1.7957
N 1.9802 1.2143 -2.7197
H -5.2039 -5.4457 2.2162
H -0.0301 5.1085 -1.7836
H -0.4428 6.4332 -0.6634
H -3.5927 -5.3782 -1.7967
N 4.0222 -0.1726 1.5894
C 3.7711 -3.4886 -0.5535
H -3.0199 3.0356 -0.8650
H 2.6886 5.8821 -0.4989
C 2.3839 -2.1557 -3.6199
H -1.9379 3.4565 -2.1760
H -0.9670 -1.0194 -0.0015
C 5.3516 -0.2857 1.6193
C -4.2934 0.0125 2.9321
C 4.0485 0.7757 3.8135
C -0.6304 0.0638 5.1368
H -1.1103 -0.7582 -2.9051
H 3.8100 1.2557 -3.6404
H 1.0868 2.2319 0.9463
C 3.8779 4.1033 -0.8142
H -0.9647 -0.0609 6.1695
H -0.6082 -4.1539 -2.4606
H -3.9780 -3.4303 2.6298
H -4.3436 1.2526 -1.3690
C 3.4170 0.3192 2.6658
H -0.4100 2.2218 2.8633
H -2.5424 -1.7090 -3.5346
H 2.3310 0.3441 2.6520
H 0.9930 1.6084 3.5605
H -5.8037 -1.2151 2.0548
H 4.7383 4.5431 -1.2986
C 0.7592 -2.5635 -2.0588
H 0.4620 3.1552 4.1170
C 5.4369 0.6180 3.8073
H -0.8996 2.3663 -3.9175
H 3.5474 1.2927 4.6165
H -3.4956 4.3073 -2.0250
H -4.2503 1.5143 4.3918
Be 2.6930 -0.3368 -0.7678
H 1.7404 -2.1747 1.6460
H 5.9952 0.9077 4.6902
C -3.8211 -3.9394 1.6863
C -4.6051 -5.0527 1.4061
H 3.2163 -1.5927 -4.0267
H 2.9915 -6.2637 1.1781
O 0.8184 -0.2572 0.6619
H -3.7308 -0.3002 -0.6694
C 3.8551 2.7204 -0.6851
H 4.3730 -5.5242 -0.7747
H 1.6007 -4.4464 2.3656
N 2.9572 -2.5969 0.0200
H -4.9487 2.0878 2.8361
C -0.7763 1.5568 4.9386
C 1.7654 4.1164 0.2805
C 0.7582 -3.8274 -4.0927
C -2.9423 0.2019 -2.6331
C 2.9478 -5.2402 0.8323
H -1.3219 6.1898 -2.1976
C -0.8462 5.6922 -1.3502
H -2.6126 -2.3942 0.9097
H -4.5822 -0.9647 0.9824
C -4.1979 1.4541 3.3064
H -2.3874 1.0108 0.6520
C -2.1383 -1.0796 -2.7430
H 7.1550 -0.1706 2.8132
H 0.1581 1.5281 -1.8215
H -3.2387 1.8449 2.9569
C -3.1297 -3.3123 0.6509
C 0.7158 1.6414 -2.7421
C 0.2062 -3.5547 -2.8454
C 2.7591 1.4703 -3.7831
C -1.8110 4.7906 -0.6339
C -4.0004 0.2434 -1.5703
H -1.3566 1.3784 -0.6310